Run a
Here is C4H6FNS in the gas phase from OMol25. Energies are from ωB97M-V/def2-TZVPD.

Last column: Löwdin charge in e.
CARTESIAN COORDINATES (ANGSTROEM)
C1 0.393 1.145 0.259  -0.36
H1 -1.471 -1.539 -0.820  0.13
C2 1.331 -0.067 -0.140  -0.84
F1 0.672 2.262 -0.395  0.03
H2 -1.070 -1.397 0.936  0.09
H3 -1.772 0.834 0.718  0.10
C3 -1.027 0.565 -0.021  -0.09
C4 -0.895 -0.983 -0.018  -0.13
H4 0.583 1.367 1.288  0.14
N1 0.553 -1.113 -0.372  -0.01
H5 1.005 -2.030 -0.371  0.14
S1 2.942 -0.024 -0.019  0.66
H6 -1.246 0.978 -1.044  0.14

Properties
Orbital gap: 9.02 eV
LUMO energy: 0.02562 Eh
E_HOMO: -8.3 eV
SMILES string: F[C@H]1CCNC1=S

---

Run b
Here is C4H6FNS in the gas phase from OMol25. Energies are from ωB97M-V/def2-TZVPD.

Last column: Löwdin charge in e.
CARTESIAN COORDINATES (ANGSTROEM)
H1 0.774 -1.265 -2.026  0.11
H2 -0.215 -0.285 -3.086  0.10
N1 -0.728 -0.109 -0.949  -0.10
H3 1.679 -0.483 0.299  0.13
H4 0.327 1.714 -1.344  0.14
F1 1.547 1.485 0.837  -0.07
C1 -1.171 -0.942 0.038  -0.70
C2 1.632 0.515 -0.176  -0.17
H5 -1.543 -1.914 -0.331  0.07
H6 2.512 0.730 -0.772  0.12
S1 -1.165 -0.635 1.637  0.64
C3 0.473 0.681 -1.090  -0.22
C4 0.112 -0.411 -2.074  -0.06

Properties
Orbital gap: 8.91 eV
LUMO energy: 0.01231 Eh
E_HOMO: -8.6 eV
SMILES string: FC[C@H]1CN1C=S

---

Of them, run a has the highest stability.

---

Run a
Here is a gas-phase ion, C5H11O (charge -1) from OMol25. Energies are from ωB97M-V/def2-TZVPD.

Last column: Löwdin charge in e.
CARTESIAN COORDINATES (ANGSTROEM)
H1 -0.222 0.856 -1.611  0.10
H2 -3.115 -0.709 0.554  0.06
C1 -0.060 0.586 -0.562  -0.26
C2 -2.346 0.040 0.277  -0.56
O1 -2.770 0.912 -0.651  -0.37
H3 1.518 -0.533 -1.181  0.08
H4 2.969 0.360 1.029  0.04
C3 -0.958 -0.603 -0.260  -0.22
C4 2.107 -0.251 0.837  -0.12
C5 1.477 0.307 -0.488  -0.26
H5 1.277 -0.321 1.538  0.06
H6 -0.501 -1.314 0.468  0.08
H7 -2.084 0.548 1.269  0.07
H8 1.968 1.194 -0.885  0.08
H9 -1.329 -1.221 -1.073  0.08
H10 -0.378 1.427 0.036  0.09
H11 2.449 -1.278 0.703  0.05

Properties
Orbital gap: 6.02 eV
LUMO energy: 0.14485 Eh
E_HOMO: -2.1 eV
Net charge: -1
SMILES string: CCCCC[O-]

---

Run b
Here is 3 unconnected molecules or ions with the total composition C5H11O from OMol25. Energies are from ωB97M-V/def2-TZVPD.

Last column: Löwdin charge in e.
CARTESIAN COORDINATES (ANGSTROEM)
O1 -3.800 -0.732 -0.090  -0.39
C1 1.716 -0.142 -0.516  -0.44
H1 -0.738 0.757 0.031  0.04
H2 -3.068 1.040 0.730  0.06
C2 1.458 -1.102 0.384  -0.09
H3 1.455 -0.366 -1.546  0.10
H4 3.460 0.069 -0.060  0.23
C3 2.249 1.185 -0.317  -0.04
H5 -2.708 -0.428 1.622  0.06
H6 2.199 1.760 -1.227  0.05
C4 -1.528 0.027 -0.220  -0.16
H7 -1.769 0.170 -1.278  0.06
H8 1.693 -0.821 1.406  0.06
H9 2.171 1.538 0.700  0.05
C5 -2.843 -0.063 0.573  -0.64
H10 1.005 -1.989 -0.007  0.05
H11 -0.952 -0.903 -0.186  0.02

Properties
Orbital gap: 4.63 eV
LUMO energy: 0.10171 Eh
E_HOMO: -1.9 eV
Net charge: -1

---

Run c
Here is a gas-phase ion, C5H11O (charge -1) from OMol25. Energies are from ωB97M-V/def2-TZVPD.

Last column: Löwdin charge in e.
CARTESIAN COORDINATES (ANGSTROEM)
H1 -1.921 0.767 0.173  0.12
H2 0.738 -1.030 0.242  0.07
H3 -0.968 0.065 1.317  0.08
H4 -3.048 -1.713 0.852  0.05
H5 2.531 1.686 0.727  0.06
O1 2.893 1.806 -1.276  -0.35
H6 0.545 1.663 -0.991  0.03
H7 -0.092 -0.827 -1.299  0.08
C1 2.440 1.119 -0.278  -0.58
H8 0.354 1.578 0.716  0.10
C2 -1.351 -0.221 0.320  -0.33
C3 0.744 1.011 -0.236  -0.19
H9 2.764 0.047 -0.302  0.06
H10 -2.373 -1.759 -0.745  0.10
C4 0.087 -0.430 -0.326  -0.21
C5 -2.061 -1.537 0.376  -0.17
H11 -1.282 -2.225 0.730  0.06

Properties
Orbital gap: 5.68 eV
LUMO energy: 0.13405 Eh
E_HOMO: -2.0 eV
Net charge: -1
SMILES string: CCCCC[O-]

---

Run d
Here is a gas-phase ion, C5H11O (charge -1) from OMol25. Energies are from ωB97M-V/def2-TZVPD.

Last column: Löwdin charge in e.
CARTESIAN COORDINATES (ANGSTROEM)
C1 -1.840 -0.116 -0.738  -0.12
O1 2.124 2.459 0.395  -0.37
H1 -2.777 -0.278 -0.203  0.06
H2 -0.151 -0.536 1.387  0.10
H3 -1.344 -2.126 -0.103  0.08
C2 1.185 0.275 -0.109  -0.24
H4 0.311 1.783 1.136  0.07
H5 2.183 -0.089 -0.357  0.09
H6 0.887 -1.743 0.658  0.09
C3 1.366 1.469 0.866  -0.60
H7 0.765 0.698 -1.027  0.09
H8 -1.432 0.834 -0.391  0.06
H9 -0.388 -1.561 -1.466  0.09
C4 -0.838 -1.251 -0.519  -0.29
H10 1.745 1.002 1.826  0.08
C5 0.299 -0.848 0.434  -0.26
H11 -2.096 0.028 -1.789  0.06

Properties
Orbital gap: 6.07 eV
LUMO energy: 0.14572 Eh
E_HOMO: -2.1 eV
Net charge: -1
SMILES string: CCCCC[O-]

---

Of them, run d has the highest stability.

---

Run a
Here is C7H10N4 in the gas phase from OMol25. Energies are from ωB97M-V/def2-TZVPD.

Last column: Löwdin charge in e.
CARTESIAN COORDINATES (ANGSTROEM)
N1 -0.229 -2.057 -0.066  0.08
H1 -1.276 0.576 1.488  0.10
H2 1.281 -3.374 -0.673  0.11
N2 -3.064 -0.922 -0.343  0.09
H3 1.521 1.191 1.682  0.09
C1 -1.348 0.223 0.526  -0.23
N3 -2.680 0.117 0.268  -0.05
H4 -1.097 -2.669 0.019  0.18
N4 0.919 1.291 -0.277  -0.17
H5 2.681 1.523 0.377  0.05
H6 -0.771 1.413 -1.273  0.07
C2 1.764 -1.147 -0.606  -0.03
H7 1.771 2.946 0.738  0.15
H8 -4.037 -0.723 -0.400  0.03
H9 2.566 -1.081 -1.301  0.10
C3 -0.489 1.586 -0.327  -0.02
C4 1.047 -2.323 -0.511  -0.11
C5 -0.310 -0.720 0.080  -0.23
C6 1.754 1.735 0.787  -0.07
C7 0.862 -0.116 -0.335  -0.26
H10 -0.867 2.531 0.147  0.13

Properties
Orbital gap: 8.19 eV
LUMO energy: 0.02671 Eh
E_HOMO: -7.5 eV
SMILES string: [H]/N=N/[C@@H]1CN(C)c2cc[nH]c21

---

Run b
Here is C7H10N4 in the gas phase from OMol25. Energies are from ωB97M-V/def2-TZVPD.

Last column: Löwdin charge in e.
CARTESIAN COORDINATES (ANGSTROEM)
N1 1.756 0.777 1.910  0.04
C1 0.657 0.025 -0.606  -0.28
H1 0.796 0.526 -2.674  0.04
H2 0.894 2.200 -1.089  0.12
N2 -1.609 -1.651 -0.026  -0.03
C2 0.934 1.452 -0.261  -0.05
H3 0.952 -2.015 0.338  0.17
H4 0.575 -1.047 -2.383  0.01
H5 -2.884 0.518 -1.903  0.10
H6 -2.043 0.842 -0.484  0.04
C3 0.683 -0.183 -1.946  0.09
C4 1.521 1.748 0.923  -0.14
C5 1.515 -0.434 1.637  -0.13
N3 -2.638 0.226 -0.960  0.06
H7 1.810 -1.213 2.372  0.12
C6 -0.940 -0.966 1.032  -0.15
H8 -0.843 -1.472 1.938  0.09
N4 -2.227 -1.061 -0.901  -0.11
H9 1.874 2.710 1.364  0.11
H10 -1.374 -0.045 1.203  0.08
C7 0.591 -0.935 0.518  -0.21

Properties
Orbital gap: 8.64 eV
LUMO energy: 0.00143 Eh
E_HOMO: -8.6 eV
SMILES string: C=C1C=CN=C[C@H]1C/N=N\N

---

Of them, run a has the highest stability.

---

Run a
Here is 2 unconnected molecules or ions with the total composition H2 from OMol25. Energies are from ωB97M-V/def2-TZVPD.

Last column: Löwdin charge in e.
CARTESIAN COORDINATES (ANGSTROEM)
H1 0.000 0.000 -0.900  -0.50
H2 0.000 0.000 0.900  -0.50

Properties
Spin multiplicity: 2
Orbital gap (spin up / spin down): 10.62 / 8.37 eV
LUMO energy (spin up / spin down): 0.38483 / 0.25056 Eh
E_HOMO (spin up / spin down): -0.2 / -1.5 eV
Net charge: -1

---

Run b
Here is 2 unconnected molecules or ions with the total composition H2 from OMol25. Energies are from ωB97M-V/def2-TZVPD.

Last column: Löwdin charge in e.
CARTESIAN COORDINATES (ANGSTROEM)
H1 0.000 0.000 -1.265  -0.50
H2 0.000 0.000 1.265  -0.50

Properties
Spin multiplicity: 2
Orbital gap (spin up / spin down): 11.92 / 6.13 eV
LUMO energy (spin up / spin down): 0.37064 / 0.19607 Eh
E_HOMO (spin up / spin down): -1.8 / -0.8 eV
Net charge: -1

---

Of them, run a has the highest stability.